Record 1
15
Properties=species:S:1:pos:R:3:forces:R:3 method="wB97M-V/def2-TZVPD" charge=+1 relative_energy_kcal_mol=7.7 gap_ev=8.7 spin_multiplicity=1
C 1.5923 -0.5263 -0.3448 1.7 -2.7 0.0
C 0.6114 0.1578 -0.8917 -0.3 -2.1 -2.4
C 2.3296 -0.0785 0.8530 -2.9 1.1 1.6
N -2.5918 1.1348 -0.2192 -0.6 2.2 -0.3
O -2.2910 -1.1869 0.1005 -1.3 0.6 -1.2
P -1.6318 0.1267 0.5604 1.2 0.5 0.9
H 1.9816 -1.5599 -0.7228 -1.1 1.9 0.3
H 2.4935 -0.9802 1.3741 0.9 -0.8 1.1
H 0.6086 1.1265 -0.5609 -0.7 2.6 0.5
H 0.2427 -0.1762 -1.8771 -0.2 0.5 0.7
H 1.6515 0.5730 1.5821 1.5 -1.0 -1.7
H 3.2307 0.4195 0.6063 1.0 0.5 -0.1
H -2.5462 2.1802 -0.2456 0.6 -1.4 0.4
H -3.4900 0.8684 -0.5792 -0.3 -0.6 -0.5
H -2.1911 -2.0790 0.3649 0.6 -1.4 0.8

=====

Record 2
93
Properties=species:S:1:pos:R:3:forces:R:3 method="wB97M-V/def2-TZVPD" charge=+2 gap_ev=6.6 spin_multiplicity=1
O -5.3779 -0.2625 1.7443 0.8 -1.0 -0.6
B -5.2123 -1.4498 2.4033 -0.9 0.8 1.5
O -5.1564 -1.4941 3.7719 1.0 -0.8 -1.0
O -5.0919 -2.7197 1.6950 0.0 0.0 -0.2
N -3.7498 -2.9358 1.5498 -0.3 0.6 -0.5
C -3.0859 -2.1829 0.6619 0.2 0.3 -0.5
C -1.7450 -2.3714 0.5070 0.4 0.0 -0.1
C -1.0797 -3.3293 1.2675 0.2 0.1 -0.4
C 0.3964 -3.4715 1.0744 -0.4 0.1 0.8
C 0.9630 -4.0424 -0.0484 -0.6 -0.1 -0.4
C 2.3257 -4.0880 -0.1335 0.5 -0.2 -0.3
N 3.0844 -3.6051 0.8529 0.8 -0.3 0.1
C 4.5695 -3.6147 0.7435 0.7 0.4 -0.3
C 5.0938 -2.1664 0.7926 0.2 -0.1 -0.2
C 4.3567 -1.2118 -0.1578 -0.6 0.7 -0.4
S 4.0579 0.3667 0.7286 0.2 -0.1 0.8
C 2.5648 -3.0529 1.9572 0.4 0.1 0.2
C 1.2050 -2.9806 2.0938 -0.4 0.0 -0.1
C -1.8002 -4.0776 2.1907 1.0 0.1 -0.5
C -3.1459 -3.8578 2.2852 -0.6 -1.0 1.2
H -4.5145 0.1841 1.7047 -0.3 0.8 -0.1
H -4.3573 -1.0077 4.0489 -0.6 0.4 0.6
H -3.5931 -1.4286 0.0679 -0.4 -0.3 0.3
H -1.2111 -1.7675 -0.2246 -0.3 -0.2 0.3
H 0.3581 -4.4201 -0.8675 0.1 0.0 0.1
H 2.8524 -4.5065 -0.9859 -0.1 0.1 0.1
H 4.8999 -4.0700 -0.1962 -0.6 0.0 0.0
H 4.9895 -4.2404 1.5385 -0.2 0.2 0.0
H 5.0666 -1.7963 1.8254 0.1 0.0 -0.2
H 6.1400 -2.2014 0.4671 -0.1 0.0 0.4
H 3.3711 -1.5623 -0.4906 0.3 -0.2 0.1
H 4.9257 -1.0035 -1.0652 0.0 -0.2 0.2
H 3.1910 1.0158 -0.0654 0.2 -0.5 -0.1
H 3.2715 -2.6778 2.7157 -0.4 -0.4 -0.8
H 0.7792 -2.5144 2.9723 0.0 -0.1 -0.1
H -1.2910 -4.8227 2.7946 -0.3 0.1 0.0
H -3.7596 -4.4348 2.9728 -0.1 0.3 -0.2
Cl 4.2518 -1.3006 -3.6272 0.0 0.1 -0.1
C 4.1006 0.2479 -4.5159 0.2 0.2 -0.1
C 4.5451 1.4332 -3.6996 0.2 0.0 -0.1
Cl 3.4195 1.7818 -2.3480 -0.1 0.1 -0.4
H 3.0724 0.3571 -4.8315 -0.1 0.0 0.1
H 4.7253 0.1565 -5.4034 0.1 0.0 0.1
H 4.5620 2.3221 -4.3289 -0.1 0.0 0.0
H 5.5394 1.2905 -3.2824 -0.1 0.0 0.1
Cl -3.4610 2.3515 1.2341 0.0 -0.2 -0.1
C -5.1895 2.7647 0.9653 -0.5 0.1 -0.1
C -5.3734 4.2332 0.6928 0.0 0.1 -0.1
Cl -5.0397 5.2271 2.1324 0.1 0.0 0.0
H -5.7514 2.4417 1.8380 0.1 0.0 0.1
H -5.5257 2.1828 0.1084 0.1 0.0 0.0
H -6.4065 4.4252 0.4049 0.0 -0.1 0.0
H -4.7210 4.5706 -0.1140 -0.3 -0.3 0.5
Cl 2.3723 -1.8839 4.6228 0.1 0.4 0.8
C 1.8796 -1.6368 6.3244 0.0 0.1 0.4
C 1.6606 -2.9465 7.0348 0.1 0.0 0.1
Cl 0.2255 -3.8057 6.4099 0.0 0.0 -0.1
H 0.9823 -1.0219 6.3266 0.0 -0.1 -0.2
H 2.6776 -1.0769 6.8091 0.1 -0.1 -0.1
H 1.4892 -2.7656 8.0945 -0.1 0.0 0.0
H 2.5188 -3.6068 6.9348 0.0 0.0 -0.1
Cl 1.2375 -1.2961 -5.0364 -0.3 -0.2 -0.1
C -0.3804 -0.8846 -4.4257 0.0 0.0 0.0
C -0.3059 -0.2268 -3.0707 -0.2 0.4 -0.3
Cl 0.2337 -1.3709 -1.7962 0.5 0.1 -0.4
H -0.9767 -1.7944 -4.4031 0.1 0.0 0.0
H -0.8323 -0.1998 -5.1423 0.0 0.1 0.1
H -1.2904 0.1334 -2.7783 0.0 -0.1 0.0
H 0.3811 0.6176 -3.0724 0.1 -0.1 0.1
Cl -3.1018 2.3595 -3.1878 0.0 0.0 0.0
C -3.1194 3.9403 -4.0236 0.0 0.2 -0.2
C -2.5753 5.0450 -3.1538 0.1 0.0 -0.1
Cl -3.6579 5.4103 -1.7863 0.3 0.2 -0.4
H -4.1409 4.1427 -4.3362 0.0 -0.1 0.1
H -2.5029 3.8347 -4.9151 0.0 0.0 0.0
H -2.4789 5.9599 -3.7368 -0.1 0.0 0.0
H -1.5972 4.7925 -2.7499 -0.1 0.0 0.1
Cl 1.2895 2.4186 -5.7256 0.0 -0.1 0.1
C 1.5964 4.1739 -5.5924 0.0 0.2 0.1
C 2.0501 4.7663 -6.9018 0.0 0.1 -0.1
Cl 3.6774 4.2021 -7.3532 0.0 0.0 0.0
H 2.3342 4.3281 -4.8078 0.0 -0.1 0.0
H 0.6619 4.6366 -5.2782 0.0 0.0 -0.1
H 2.0999 5.8509 -6.8162 0.0 0.0 0.1
H 1.3684 4.5172 -7.7119 0.0 -0.1 0.0
Cl -2.3568 -0.2514 4.8867 0.2 -0.2 0.0
C -1.8476 1.4290 5.2665 -0.1 0.4 0.0
C -1.2613 2.1220 4.0644 0.0 0.0 0.0
Cl 0.3088 1.4187 3.5856 0.0 -0.1 0.0
H -1.1407 1.3832 6.0912 0.0 -0.2 0.0
H -2.7348 1.9611 5.6056 0.0 -0.1 -0.1
H -1.0841 3.1726 4.2886 0.0 0.0 0.1
H -1.9335 2.0585 3.2160 0.1 0.0 0.0

=====

Record 3
12
Properties=species:S:1:pos:R:3:forces:R:3 method="wB97M-V/def2-TZVPD" relative_energy_kcal_mol=52.8 gap_ev=9.8 spin_multiplicity=1 smiles="O[C@@H]1C=COC1"
O 0.6312 -1.3761 1.1826 -0.4 0.2 0.1
C 0.7960 -0.2238 0.3685 0.0 0.4 -0.4
C -0.1601 0.9154 0.6302 -0.1 0.2 0.9
C -1.2811 0.7913 -0.0792 0.5 0.3 0.1
O -1.1827 -0.0667 -1.1217 2.3 0.0 0.2
C 0.4259 -0.4312 -1.0842 -1.5 0.0 -0.3
H -0.3155 -1.5653 1.2349 0.1 0.0 0.1
H 1.8201 0.1153 0.5820 -0.2 -0.3 -0.7
H 0.0637 1.7341 1.2853 -0.2 -0.1 0.7
H -2.2106 1.3179 0.1865 0.3 -0.4 -0.9
H 1.0939 0.2208 -1.6994 -1.4 -0.2 0.0
H 0.3192 -1.4318 -1.4858 0.5 -0.2 0.2

=====

Record 4
15
Properties=species:S:1:pos:R:3:forces:R:3 method="wB97M-V/def2-TZVPD" relative_energy_kcal_mol=213.2 gap_ev=8.7 spin_multiplicity=1
C -0.2704 1.3955 -0.0560 -3.7 0.8 0.9
C 1.9497 -0.2627 0.6188 -1.9 -1.1 -0.9
C -0.5310 -1.0494 -0.7383 1.7 1.5 0.8
H -2.1060 -0.1360 1.7930 -0.9 0.3 -5.1
H -2.8576 -0.8658 -0.1551 2.8 3.8 2.8
H -1.0641 2.2077 0.1436 1.4 -1.1 -0.3
H 1.8426 0.3763 -1.4584 -0.1 0.6 3.1
H 2.5676 -0.0210 1.4734 0.0 -0.1 0.0
H -0.9667 -1.2930 -1.7164 -0.5 0.2 0.7
N -2.2267 0.1272 0.4441 -2.1 -3.1 2.9
N -0.8931 0.1542 0.0076 0.0 -1.8 -1.6
N 0.9254 1.7386 -0.1795 0.4 1.2 -0.3
N 1.8528 0.7166 -0.4066 1.7 -1.8 -2.8
N 1.2827 -1.3761 0.6512 0.5 1.0 0.1
N 0.4948 -1.7120 -0.4214 0.7 -0.3 -0.3

=====

Record 5
44
Properties=species:S:1:pos:R:3:forces:R:3 method="wB97M-V/def2-TZVPD" charge=+2 s_squared=6.0172 gap_ev="7.6 / 5.3" spin_multiplicity=5
C -0.0229 1.8801 -2.3682 0.0 0.5 -0.4
C -0.5162 0.5956 -1.7558 -2.5 -1.9 -2.2
H -0.5361 1.9933 -3.3275 0.1 -0.1 0.1
H 1.0604 1.8512 -2.5507 -0.3 0.0 0.2
H -0.2502 2.7565 -1.7463 0.2 -0.4 -0.1
O -1.2777 -0.1646 -2.3574 1.3 1.5 0.8
I 0.7352 -0.9330 2.5071 -0.1 -0.6 0.6
Ir 0.0652 0.0191 0.0869 2.3 1.6 1.8
P -1.5710 1.3481 1.1616 -2.2 0.7 0.5
C -3.1200 0.4155 1.4180 0.0 0.0 0.1
C -1.0886 1.9687 2.8112 0.2 0.0 -0.3
H -1.7553 2.7933 3.0995 0.1 -0.3 0.0
H -2.8898 3.3373 0.8360 0.3 -0.2 -0.2
H -0.0574 2.3372 2.7740 -0.2 0.0 0.1
H -1.2687 3.4947 0.0825 -0.3 -0.1 0.1
H -2.9615 -0.4685 2.0480 0.0 0.3 -0.2
H -1.1554 1.1635 3.5530 -0.1 0.1 -0.1
C -2.1191 2.8187 0.2447 0.1 0.1 -0.1
H -3.8563 1.0705 1.9022 0.2 -0.1 -0.1
H -2.5517 2.5288 -0.7238 0.1 0.1 0.3
H -3.5157 0.0922 0.4469 0.1 0.1 0.2
P 1.8359 -1.2132 -0.8838 1.2 -1.7 -1.5
C 1.4380 -2.9476 -1.3092 -0.1 0.0 0.2
C 2.4403 -0.5811 -2.4804 0.0 0.2 0.0
H 3.5385 -0.3540 0.6092 0.1 -0.2 -0.1
H 4.1733 -1.6435 -0.4576 -0.2 0.0 0.2
H 3.1633 -2.0654 0.9658 0.1 0.1 -0.2
C 3.3233 -1.3324 0.1658 -0.1 0.3 0.0
H 2.8239 0.4401 -2.3569 0.0 -0.3 -0.1
H 3.2519 -1.2374 -2.8308 -0.2 0.2 0.1
H 2.3081 -3.3995 -1.8033 -0.2 0.1 0.1
H 0.5866 -2.9745 -1.9996 0.2 0.0 0.1
H 1.6327 -0.5878 -3.2268 0.2 0.0 0.2
H 1.1986 -3.5347 -0.4140 0.1 0.2 -0.3
Cl 1.5612 1.7379 0.3909 0.7 0.7 0.1
C -2.4134 -3.0949 1.5543 0.0 -0.2 0.0
C -1.3711 -2.9654 0.4603 -0.4 -0.5 0.5
O -1.4438 -1.6413 -0.1144 -0.5 -0.8 -0.6
H -2.1790 -2.4146 2.3818 -0.1 -0.1 -0.1
H -2.4200 -4.1095 1.9600 0.1 0.1 -0.1
H -3.4167 -2.8775 1.1847 0.1 0.0 0.0
H -0.3872 -3.0479 0.9313 0.0 -0.2 -0.3
H -1.4739 -3.7205 -0.3359 0.0 0.3 0.3
H -1.7309 -1.6703 -1.0467 0.0 0.2 0.1

=====

Record 6
91
Properties=species:S:1:pos:R:3:forces:R:3 method="wB97M-V/def2-TZVPD" charge=+1 gap_ev=6.0 spin_multiplicity=1
Sn -0.0081 -1.4834 -0.3433 -0.3 1.0 0.0
N 2.0138 -5.1862 -0.1862 0.0 -0.1 0.1
C 1.2665 -4.2030 0.3552 -0.7 -0.1 -0.3
S -0.3465 -3.9677 -0.3446 -0.1 0.4 -0.3
N 1.6869 -3.5190 1.3464 1.2 -0.1 0.3
N 0.9056 -2.4794 1.7491 -0.5 0.3 -0.1
C 0.5755 -2.4779 2.9908 0.2 -0.1 -0.1
C 1.0241 -3.5720 3.8976 0.1 -0.1 0.0
C 2.3566 -3.6236 4.2934 -0.1 0.1 0.1
C 2.7771 -4.5917 5.1903 0.1 0.1 0.0
C 1.8758 -5.5258 5.6806 0.0 0.0 0.0
C 0.5548 -5.4969 5.2592 0.0 -0.1 0.1
C 0.1258 -4.5207 4.3731 0.0 0.1 -0.1
C -0.2362 -1.3918 3.5726 -0.4 0.2 0.4
C -0.4932 -1.4000 4.9487 0.1 -0.1 -0.2
C -1.2851 -0.4112 5.5029 -0.1 0.2 -0.1
C -1.7768 0.5791 4.6711 0.0 -0.1 0.2
C -1.4566 0.5165 3.3255 0.4 -0.1 0.5
N -0.7238 -0.4380 2.7684 0.0 0.1 0.3
H 1.6230 -5.7634 -0.9077 0.0 0.0 0.0
H 2.8181 -5.5208 0.3176 0.0 0.1 0.0
H 3.0519 -2.8916 3.9036 0.1 0.0 0.0
H 3.8104 -4.6101 5.5099 0.0 0.0 0.0
H 2.2039 -6.2757 6.3875 0.0 0.0 0.0
H -0.1481 -6.2299 5.6316 0.0 0.0 0.0
H -0.9091 -4.4910 4.0540 0.0 0.0 0.0
H -0.0743 -2.1746 5.5705 0.0 0.0 0.0
H -1.5076 -0.4096 6.5611 0.0 0.0 0.0
H -2.3951 1.3800 5.0519 0.0 0.0 0.0
H -1.8106 1.2878 2.6493 0.1 0.0 0.5
C -3.5010 0.0247 -0.9469 0.2 0.2 0.1
Si -3.0609 0.9957 0.6221 -0.6 0.0 -0.6
C -3.7859 -0.0436 2.0251 0.0 0.1 -0.1
C -3.8910 2.6988 0.6019 0.1 -0.2 0.0
Si -0.7064 1.5560 0.4968 0.3 -0.9 -0.7
Si 1.0667 2.2747 1.9978 0.5 0.3 0.0
C 1.4068 1.6709 3.7548 -0.4 -0.1 -0.2
C 2.6472 1.8867 1.0282 -0.3 0.1 0.0
C 0.7012 4.1327 2.1041 0.0 -0.3 -0.2
Si -0.2850 2.5863 -1.6707 0.0 0.1 -0.4
C -0.7278 4.4142 -1.4439 0.1 -0.2 0.1
C -1.3943 1.8690 -3.0200 0.0 0.0 0.4
C 1.4988 2.4008 -2.2620 -0.2 0.0 0.3
H -4.5098 -0.3816 -0.8643 -0.1 0.0 0.1
H -2.8307 -0.8244 -1.1042 0.0 0.0 0.0
H -3.4693 0.6462 -1.8394 0.0 0.0 0.0
H -4.7924 -0.3519 1.7369 0.0 0.1 -0.2
H -3.8709 0.4964 2.9667 -0.1 0.0 -0.1
H -3.2053 -0.9488 2.2028 -0.1 0.0 0.0
H -4.9769 2.5967 0.6301 0.0 -0.1 0.0
H -3.6432 3.2635 -0.2980 0.1 0.0 0.0
H -3.5997 3.3016 1.4635 0.0 0.0 0.0
H 1.6094 0.6008 3.7790 0.1 0.0 0.0
H 0.5990 1.8758 4.4546 0.0 0.0 0.0
H 2.2967 2.1862 4.1223 0.0 0.1 -0.2
H 2.6886 0.8316 0.7496 0.0 0.0 0.0
H 3.5254 2.0943 1.6415 0.0 0.0 0.1
H 2.7382 2.4769 0.1190 0.0 0.0 0.0
H -0.2831 4.3299 2.5319 0.0 0.0 0.0
H 0.7398 4.6182 1.1303 0.0 0.0 0.0
H 1.4355 4.6275 2.7415 0.1 -0.1 0.1
H -1.7298 4.5451 -1.0333 0.0 0.0 0.0
H -0.7011 4.9204 -2.4104 0.0 -0.1 -0.1
H -0.0322 4.9366 -0.7890 0.0 0.0 0.0
H -2.4166 2.2426 -2.9563 0.0 0.0 0.1
H -1.4172 0.7806 -2.9670 0.0 0.1 0.0
H -1.0056 2.1277 -4.0064 0.1 0.1 0.1
H 2.1592 3.1601 -1.8434 0.0 0.0 0.1
H 1.5313 2.4953 -3.3482 -0.1 0.0 0.0
H 1.9038 1.4187 -2.0145 0.0 0.0 0.0
C 0.4952 2.0122 -7.6070 0.0 0.0 0.0
C 0.6074 1.1256 -6.3996 0.0 0.0 0.1
C -0.4448 0.3125 -6.0036 0.1 0.0 -0.1
C -0.3534 -0.5433 -4.9111 0.0 -0.1 0.0
C -1.5291 -1.4264 -4.5941 0.0 0.0 0.0
C 0.8389 -0.5595 -4.1795 0.0 0.1 0.5
Se 1.0228 -1.8263 -2.7045 0.1 -0.5 -0.2
C 1.9375 0.2093 -4.5822 0.1 0.0 0.0
C 3.2925 0.1025 -3.9394 -0.1 -0.1 0.0
C 1.7927 1.0513 -5.6777 0.0 0.0 -0.1
H -0.5350 2.0812 -7.9514 0.0 0.0 0.0
H 1.0961 1.6111 -8.4248 0.0 0.0 0.0
H 0.8589 3.0179 -7.3962 0.0 0.0 0.0
H -1.3625 0.3271 -6.5804 0.0 0.0 0.0
H -2.1138 -1.6067 -5.4947 0.0 0.0 0.0
H -2.1904 -0.9697 -3.8522 0.0 0.0 0.0
H -1.2012 -2.3850 -4.1972 -0.1 0.0 0.0
H 3.2312 -0.2620 -2.9167 0.1 0.1 0.0
H 3.8128 1.0591 -3.9507 0.0 0.0 0.0
H 3.8906 -0.6163 -4.5039 0.1 0.0 0.0
H 2.6432 1.6441 -5.9958 0.0 0.0 0.0

=====

no.,E_tot (eV)
1,-16075.5673
2,-224666.3848
3,-8338.1732
4,-12141.4479
5,-56925.6972
6,-152422.4795